Entry 1:
The following is a quantum chemistry calculation of an isolated molecule of C19H21N2O7PS, from OMol25.

```
51
Properties=species:S:1:pos:R:3:forces:R:3:mulliken_charge:R:1
S 1.568 1.547 1.207 0.337 -0.384 0.084 1.4684
P -3.557 0.930 -0.154 0.140 -0.552 0.622 1.0061
O -2.655 1.786 0.853 -0.441 -0.653 -0.227 -0.4561
O 4.001 2.245 -2.040 0.186 0.284 -0.169 -0.6238
O -3.781 -0.362 0.787 0.574 0.679 -0.453 -0.2390
O 2.027 1.440 -1.742 -0.266 -0.009 -0.323 -0.4434
O 1.483 1.433 2.634 -0.109 -0.215 -0.056 -0.7555
O -4.813 1.542 -0.593 0.093 0.029 -0.300 -0.7916
O 1.806 2.836 0.634 -0.204 0.013 -0.195 -0.7165
N 3.203 1.545 -1.468 0.047 0.050 -0.397 0.9392
N 0.252 0.856 0.500 0.828 0.484 0.517 0.0848
C 2.972 0.491 0.751 -0.438 0.555 0.099 0.0324
C -2.076 3.666 -0.558 -0.022 -0.177 0.236 -1.5786
C -1.187 -3.726 -0.111 -0.034 -0.071 0.027 -0.8482
C 0.716 -2.931 -1.325 0.054 -0.047 -0.040 -0.8491
C 3.442 -0.409 1.690 -0.037 -0.004 0.026 -0.2802
C -0.545 1.667 -0.403 -0.058 0.618 0.002 -0.6488
C -0.341 -0.275 1.178 -0.050 -0.480 0.362 -1.4890
C -1.150 0.788 -1.456 0.192 0.017 -0.041 -0.3406
C -1.570 2.544 0.337 0.690 0.723 -0.298 -0.2090
C -2.413 0.395 -1.449 -0.656 0.423 0.518 -0.6417
C -0.217 -3.923 -1.080 0.002 -0.074 -0.074 -0.4943
C 5.332 -0.911 0.294 -0.119 -0.005 0.103 -0.5397
C -1.222 -2.545 0.608 0.088 0.071 0.041 -0.6070
C -5.054 -0.979 0.825 -0.602 -0.241 0.010 -0.8654
C 4.605 -1.125 1.455 0.008 0.027 -0.097 -0.8064
C 3.694 0.684 -0.419 0.560 -0.735 0.582 0.5848
C 4.882 0.000 -0.645 -0.277 0.261 -0.109 -0.7762
C 0.682 -1.750 -0.603 -0.022 0.034 0.095 0.1626
C -0.286 -1.546 0.370 0.010 -0.171 -0.057 0.8453
H -0.463 0.466 -2.227 -0.009 -0.113 -0.105 0.4803
H -5.800 -0.335 0.354 0.010 -0.122 0.080 0.4023
H 0.175 2.340 -0.879 -0.345 0.004 -0.014 1.0805
H 1.399 -0.970 -0.806 0.065 0.071 -0.080 0.5831
H -5.319 -1.142 1.870 0.014 -0.016 -0.071 0.2683
H -1.378 -0.061 1.448 0.189 0.005 0.094 0.2610
H -5.010 -1.937 0.303 0.000 0.026 0.043 0.2540
H 1.472 -3.075 -2.083 0.065 -0.011 -0.066 0.4192
H -2.537 3.247 -1.451 -0.025 0.118 -0.130 0.3006
H -1.076 2.964 1.224 -0.096 -0.081 -0.219 0.5384
H 5.430 0.187 -1.556 0.009 0.022 -0.044 0.4801
H -1.256 4.320 -0.842 0.073 0.062 -0.057 0.4561
H 2.893 -0.513 2.611 -0.004 -0.037 0.130 0.4915
H 0.220 -0.401 2.110 -0.262 -0.118 -0.019 0.8552
H -0.192 -4.844 -1.644 -0.004 -0.076 -0.050 0.3942
H -1.986 -2.387 1.355 -0.122 0.033 0.077 0.4681
H 4.956 -1.834 2.189 0.020 -0.051 0.076 0.4340
H -2.823 -0.228 -2.228 -0.023 -0.121 -0.126 0.5003
H 6.250 -1.450 0.119 0.070 -0.045 -0.030 0.4130
H -2.828 4.242 -0.025 -0.036 0.063 0.001 0.3893
H -1.921 -4.495 0.081 -0.066 -0.062 0.020 0.4074
```
Forces are in eV/Å.

=====

Entry 2:
The following is a quantum chemistry calculation of an isolated molecule of C19H21N3O3S, from OMol25.

```
47
Properties=species:S:1:pos:R:3:forces:R:3:mulliken_charge:R:1
S 1.814 -1.989 -0.886 0.076 -0.488 -0.305 -0.2586
O -3.521 -1.281 -1.271 0.210 0.362 -0.309 -0.3430
O 5.276 -0.533 0.261 0.148 0.014 0.036 -0.6074
O 3.300 0.313 -0.389 -0.138 0.341 -0.190 -0.1495
N -0.313 -0.705 0.252 0.579 -0.086 0.482 0.4643
N 0.457 -0.269 2.254 -0.792 0.601 0.718 -0.8874
N 1.426 -0.915 1.581 0.680 -0.551 -0.643 -0.2975
C -4.475 -2.131 -0.852 -0.308 -0.655 0.458 -0.6171
C -1.665 3.571 -0.331 0.078 0.043 0.004 -0.6836
C 2.575 2.470 0.286 0.240 -0.385 -0.046 -1.3333
C -2.916 3.583 -0.926 -0.065 0.050 -0.078 -0.4311
C 3.454 -2.026 -0.125 -0.372 0.199 0.012 -0.6507
C -1.157 -0.802 -0.908 -0.407 0.080 -0.492 -0.7754
C -2.603 -2.667 0.207 0.259 0.504 -0.358 -0.2276
C -1.869 0.489 1.854 -0.041 -0.030 0.027 -1.0709
C 0.963 -1.172 0.390 -0.007 -0.046 0.073 0.4313
C -3.838 2.602 -0.606 -0.059 0.051 -0.064 -0.7595
C -3.509 1.605 0.297 0.063 0.006 0.091 -0.0577
C -2.383 -1.610 -0.627 0.351 -0.527 0.572 0.2308
C -0.580 -0.147 1.478 -0.090 -0.035 0.097 0.6245
C 3.756 1.669 -0.244 0.270 0.518 0.114 0.4092
C 4.258 2.180 -1.589 -0.050 -0.320 0.312 -1.4396
C -1.337 2.577 0.574 -0.052 -0.015 0.000 -0.0063
C -2.254 1.581 0.890 -0.158 0.089 0.015 0.0106
C 4.127 -0.665 -0.065 0.134 -0.350 0.073 0.5723
C -3.971 -3.004 0.060 -0.310 0.294 -0.351 -0.5412
H 2.882 3.492 0.491 0.024 0.133 -0.001 0.5147
H -0.365 2.568 1.044 0.141 -0.010 0.036 0.5001
H -4.817 2.609 -1.062 -0.082 0.005 -0.047 0.3922
H -1.740 0.897 2.859 0.006 -0.100 -0.029 0.3748
H -1.462 0.198 -1.236 0.104 -0.143 -0.034 0.1213
H 1.774 2.478 -0.450 -0.127 0.035 -0.078 0.2846
H -5.454 -2.014 -1.271 -0.100 0.100 -0.120 0.4945
H 3.340 -2.393 0.897 0.149 0.024 -0.073 0.3038
H -1.886 -3.142 0.845 0.225 -0.041 0.133 0.5689
H -2.653 -0.272 1.889 -0.012 0.074 0.049 0.3224
H 5.097 1.576 -1.927 0.080 -0.008 -0.053 0.3891
H -4.497 -3.787 0.565 -0.187 -0.147 0.065 0.4682
H -3.171 4.357 -1.634 -0.022 0.063 -0.059 0.4029
H -4.233 0.841 0.542 -0.044 -0.112 0.019 0.3821
H 4.586 3.211 -1.491 0.040 0.127 -0.013 0.4134
H 3.463 2.127 -2.329 -0.084 0.026 -0.077 0.2978
H -0.562 -1.266 -1.705 -0.124 0.174 0.066 0.5871
H 4.577 1.667 0.484 -0.181 0.005 -0.145 0.3904
H -0.944 4.338 -0.571 0.059 0.069 -0.019 0.4216
H 4.066 -2.720 -0.700 -0.036 0.063 0.043 0.4609
H 2.208 2.017 1.205 -0.067 -0.001 0.091 0.3034
```
Forces are in eV/Å.

For the relative energy (zero: lowest compared OMol25 entry of this formula, charge and spin), the calculation gives 2.767 eV.

=====

Entry 3:
The following is a quantum chemistry calculation of a structure of composition C19H21N3O4, from OMol25.

```
47
Properties=species:S:1:pos:R:3:forces:R:3:mulliken_charge:R:1
O -5.114 0.472 0.708 -4.821 -1.483 0.849 -0.4635
O -2.194 -2.685 -0.709 3.359 -16.993 -8.477 -0.2731
O -0.168 1.344 2.384 -0.096 -0.883 -2.469 -0.5917
O 1.477 -0.697 -1.986 2.356 1.637 7.035 -0.7300
N 3.702 -2.161 1.776 -6.534 0.037 -1.806 -0.5279
N 1.930 1.356 -1.022 -0.446 -0.729 1.441 0.0334
N 0.033 2.286 0.129 -4.215 -4.435 11.741 0.0319
C 0.829 1.885 -1.826 2.770 -2.333 -2.646 -1.4704
C -0.525 1.201 1.219 -0.354 4.202 0.333 -0.1364
C -1.422 -0.921 0.380 2.798 1.115 -1.122 0.3413
C 2.396 2.366 -0.005 -6.584 -7.327 3.682 -1.2960
C 4.467 -0.410 -0.156 6.066 7.912 -5.759 0.1784
C 2.031 -0.054 -0.844 -0.658 1.420 -9.495 0.7474
C 5.417 -0.640 0.669 -3.764 -6.615 5.926 -0.8683
C -3.732 -1.272 -0.102 1.906 -1.123 -0.472 -0.7541
C 2.800 -1.464 0.838 -1.481 -4.630 3.336 0.0901
C -0.399 2.107 -1.098 -2.815 -0.892 -5.556 0.3384
C -1.723 0.361 0.795 6.090 -1.791 0.034 -0.8673
C 4.852 -1.783 1.724 6.809 4.605 -2.552 -0.0756
C -2.363 -1.645 -0.294 -3.881 13.315 7.807 -0.1094
C -6.294 -0.470 0.490 8.047 -4.375 -3.565 -0.8298
C -2.962 0.640 0.760 0.075 12.704 5.049 1.5040
C -3.949 -0.098 0.511 -5.193 -3.701 -2.458 0.8635
C 3.205 -0.588 -0.071 -9.232 -2.371 1.330 -0.2357
C -0.909 -3.230 -1.009 2.910 -4.182 2.141 -0.5685
C 1.119 2.972 0.723 1.320 1.957 -13.973 -1.1517
H 1.070 3.248 1.627 -0.259 1.385 6.855 0.6240
H 4.729 0.436 -0.889 -0.100 -1.426 0.123 0.2571
H -0.860 -4.465 -1.533 -1.068 4.096 1.725 0.2423
H -7.092 0.016 0.651 -5.763 3.667 1.544 0.3657
H 6.400 -0.658 0.633 4.385 0.941 -0.521 0.5387
H 1.254 2.672 -2.372 0.374 1.738 -0.473 0.4212
H 1.737 -1.937 0.875 1.941 1.381 0.063 0.3197
H -0.874 2.985 -1.663 -0.151 -0.706 1.192 0.2760
H -4.389 -2.052 -0.327 -1.317 -0.642 -0.439 0.6072
H 2.818 1.606 0.610 0.579 -0.170 1.828 0.3834
H 5.644 -2.191 2.320 0.126 -0.466 0.680 0.4141
H -6.203 -0.715 -0.667 -0.533 0.347 2.270 0.2874
H -3.357 1.835 1.261 1.356 -3.606 -1.682 0.0312
H 1.014 3.956 -0.042 0.422 -1.225 2.601 0.2808
H 0.646 1.141 -2.543 -0.007 -0.878 -1.292 0.5752
H 3.190 2.776 -0.279 6.095 5.054 -2.920 0.9696
H -0.231 -2.647 -1.644 -0.694 0.444 0.133 0.2651
H -0.366 -1.086 0.219 0.060 -0.619 0.117 -0.5234
H -1.125 1.103 -1.336 1.828 2.959 1.425 0.0055
H -0.286 -3.386 0.094 -1.815 0.438 -3.039 0.2150
H -6.227 -1.509 1.024 0.110 2.248 -0.548 0.2651
```
Forces are in eV/Å.

For the relative energy (zero: lowest compared OMol25 entry of this formula, charge and spin), the calculation gives 19.084 eV.

=====

Entry 4:
The following is a quantum chemistry calculation of an isolated molecule of C19H21N3O5S, from OMol25.

```
49
Properties=species:S:1:pos:R:3:forces:R:3:mulliken_charge:R:1
S -0.527 -2.203 1.300 -0.119 -0.246 0.330 -0.0412
O -1.525 2.060 -1.737 -0.082 0.411 -0.252 -0.7098
O 3.765 -1.264 0.328 0.206 -0.159 0.116 -0.4420
O 3.687 -3.434 -0.110 -0.155 0.331 -0.051 -0.6451
O -4.624 0.160 1.185 -0.033 0.028 0.051 -0.5956
O -3.938 -0.605 -0.813 0.152 -0.114 -0.271 -0.2780
N 0.345 -2.071 -2.549 -0.462 -0.737 -0.479 -1.1892
N -1.490 0.122 -0.576 -0.056 -0.106 0.124 0.2874
N 0.556 -0.806 -2.159 0.525 0.046 0.440 0.8735
C 2.438 2.666 0.142 -0.045 -0.051 -0.006 0.3972
C -5.226 -1.140 -1.098 -0.435 -0.125 0.126 -0.7758
C -2.354 0.579 0.481 -0.014 0.242 0.133 0.0260
C 1.790 1.705 -0.610 0.174 -0.063 0.137 -0.2729
C 2.084 -2.029 -1.155 -0.318 0.782 -0.181 0.6037
C 1.598 -0.723 -1.303 0.266 -0.964 0.007 0.6342
C -0.300 0.219 -2.679 -0.330 0.589 -0.219 -0.8393
C 3.526 2.286 0.930 -0.126 -0.140 -0.126 -0.7133
C -1.793 0.262 1.874 -0.218 -0.059 -0.045 -0.9378
C -1.177 0.904 -1.621 0.264 -0.471 -0.007 0.5628
C 1.246 -2.822 -1.963 0.176 0.324 0.199 -0.8640
C -3.776 0.028 0.344 0.226 0.281 0.131 0.2401
C 3.949 0.976 0.969 -0.031 -0.265 -0.094 -0.6697
C 1.991 4.094 0.104 0.053 0.048 -0.038 -1.6860
C 2.196 0.368 -0.590 0.398 0.088 0.323 1.4003
C -1.781 -1.226 2.205 0.470 -0.090 -0.206 -0.7975
C 0.943 -1.811 2.285 -0.397 0.094 -0.282 -0.8107
C 3.210 -2.348 -0.311 0.056 -0.495 -0.048 0.0852
C 3.293 0.005 0.217 -0.396 0.716 -0.157 -0.4508
H -5.783 -0.430 -1.710 0.042 -0.041 0.042 0.3016
H -0.786 0.676 1.952 -0.034 0.063 -0.013 0.3648
H 1.215 -0.766 2.158 0.142 0.058 0.062 0.1330
H 1.282 -3.879 -2.121 -0.040 -0.255 -0.073 0.5587
H 0.739 -2.031 3.329 0.067 -0.015 0.086 0.4756
H -5.069 -2.067 -1.646 0.002 0.072 0.010 0.2364
H 1.007 4.180 -0.351 -0.072 0.067 -0.014 0.3541
H -5.769 -1.325 -0.169 0.033 -0.018 -0.146 0.3460
H 4.787 0.673 1.577 0.100 -0.043 0.075 0.4787
H 1.740 -2.453 1.926 0.107 -0.033 0.035 0.2644
H 0.276 0.987 -3.203 -0.115 -0.079 0.127 0.4144
H 4.040 3.030 1.519 0.065 0.076 0.080 0.4330
H -0.963 -0.268 -3.400 0.146 0.075 0.088 0.3732
H -2.433 1.669 0.364 -0.044 -0.252 0.039 0.4852
H 1.956 4.513 1.107 -0.045 0.080 0.045 0.4047
H 2.693 4.689 -0.481 -0.007 0.111 -0.029 0.3403
H -1.586 -1.378 3.266 -0.130 -0.037 0.024 0.4560
H -2.430 0.763 2.606 0.042 0.052 -0.013 0.4281
H -2.740 -1.682 1.960 -0.069 -0.046 0.116 0.4121
H -1.228 -0.856 -0.560 0.185 0.177 -0.107 0.0069
H 0.950 2.003 -1.213 -0.123 0.094 -0.091 0.3411
```
Forces are in eV/Å.

For the relative energy (zero: lowest compared OMol25 entry of this formula, charge and spin), the calculation gives 0.025 eV.

=====

| no. | Kohn-Sham gap (eV) | LUMO (eV) | calculated total energy (eV) |
| --- | --- | --- | --- |
| 1 | 8.47 | -0.77 | -57479.0223 |
| 2 | 9.03 | 0.59 | -41491.7050 |
| 3 | 8.38 | 0.22 | -32687.4655 |
| 4 | 8.91 | 0.18 | -45588.2954 |